Here is the ion C3H8NO2Si with charge +1 in a non-equilibrium geometry from the Open Molecules 2025 dataset. Energies are from the ωB97M-V functional and the def2-TZVPD basis.

## Properties
Structure (SMILES) = O[SiH2]OC1=C[NH2+]C1
Charge = +1
LUMO level = -3.47 eV
M = 118.19 g/mol
Energy relative to the best compared isomer or geometry (same formula, charge and spin) = 10.0 kJ/mol
Gap between HOMO and LUMO = 10.684 eV
DFT total energy = -16696.47691 eV

Each line ends with the Löwdin charge.
Cartesian coordinates (Å):
O: 2.133 1.264 -0.519  -0.154
Si: 2.353 -0.190 0.216  0.541
O: 0.906 -0.997 0.142  -0.089
C: -0.284 -0.466 0.031  -0.335
C: -0.635 0.768 0.392  0.068
N: -2.085 0.421 0.183  0.102
C: -1.632 -0.881 -0.398  0.002
H: 2.673 1.503 -1.268  0.067
H: 3.239 -1.128 -0.522  0.000
H: 2.830 -0.256 1.537  -0.022
H: -0.380 1.562 1.062  0.140
H: -2.788 0.849 -0.396  0.180
H: -2.541 0.219 1.051  0.172
H: -1.788 -0.878 -1.540  0.184
H: -2.001 -1.791 0.029  0.142